# 1
2 unconnected molecules or ions with the total composition C10H18NSi in a non-equilibrium geometry. Source: the Open Molecules 2025 dataset; level of theory: wB97M-V/def2-TZVPD.

The LUMO energy is -3.00 eV. The calculation puts the energy at -735.81000 Ha. The calculation puts the frontier orbital gap at 9.579 eV. The HOMO energy comes out at -12.579 eV. The strongest force on any atom comes out at 3.141 eV Å⁻¹. Its energy above the lowest of the compared OMol25 structures with the same formula, charge and spin is 0.118 eV.

The geometry in ORCA input format:
```
! wB97M-V def2-TZVPD RIJCOSX def2/J DEFGRID3
* xyz 1 1
Si -0.1499 -1.1479 -0.8285
N -2.1565 1.4247 -0.0818
C -3.2939 2.3705 -0.1953
C 0.5057 -3.4677 0.7020
C 1.2340 0.0294 -0.3474
C -0.5882 -2.4137 0.5147
C 2.3310 1.5074 1.2224
C 1.2356 0.7506 0.8489
C -2.3568 0.1158 -0.7467
C 3.4783 0.8272 -0.7712
C 2.3763 0.0831 -1.1498
C 3.4551 1.5463 0.4125
H -0.7535 -1.9131 1.4718
H -3.0944 -0.4690 -0.2137
H -1.5231 -2.9149 0.2616
H 1.4583 -3.0045 0.9509
H -4.1830 1.9310 0.2526
H 0.6372 -4.0584 -0.2016
H 4.3579 0.8393 -1.3958
H -0.1217 -1.5660 -2.2226
H -1.9639 1.2531 0.9099
H 4.3129 2.1297 0.7095
H 0.2385 -4.1456 1.5084
H -2.6588 0.2731 -1.7743
H 0.3788 0.6993 1.5087
H -1.3210 1.8627 -0.4842
H 2.4073 -0.4761 -2.0736
H -3.0644 3.3077 0.3074
H 2.3162 2.0567 2.1515
H -3.4941 2.5694 -1.2462
*
```

=====

# 2
A molecular structure, C13H22CaN4O3S in a non-equilibrium geometry. Source: the Open Molecules 2025 dataset; level of theory: wB97M-V/def2-TZVPD.

The LUMO energy (spin up / spin down) is -6.63 / -6.63 eV. The calculation puts the energy at -2028.52028 Ha. The calculation puts the frontier orbital gap (spin up / spin down) at 7.063 / 7.062 eV. The HOMO energy (spin up / spin down) comes out at -13.695 / -13.695 eV. The strongest force on any atom comes out at 5.158 eV Å⁻¹.

The geometry in ORCA input format:
```
! wB97M-V def2-TZVPD RIJCOSX def2/J DEFGRID3
* xyz 2 1
Ca -0.4661 0.2029 3.4988
S 1.2742 -0.6431 5.4133
O -0.1128 -0.1986 1.3474
O 0.8275 1.9202 2.9407
O 2.7101 2.7042 2.0605
N 0.4001 -0.8609 7.9661
N -1.4920 -1.5523 5.0194
N 1.5647 1.2762 0.7691
N -1.0923 -1.5384 6.4131
C 0.0175 -1.4242 -1.3879
C 0.4885 -0.1126 -0.9444
C -1.8654 1.3639 -5.3298
C -0.9518 -1.8358 -3.4720
C -1.7701 -1.5378 -5.8200
C -1.3721 0.4591 -4.2269
C -1.3217 -1.0017 -4.4630
C -0.9973 0.9746 -3.0289
C 2.6775 1.7010 -0.0991
C 0.1564 -0.9991 6.6380
C 3.4825 2.5931 0.8149
C 1.6345 1.9587 1.9941
C 0.6088 0.2805 0.4069
H -1.1881 -1.0648 -6.6199
H -1.8601 2.3899 -4.9436
H 3.2790 0.8445 -0.4274
H -0.5943 -1.8458 -0.5810
H -0.8455 -2.9047 -3.7022
H 2.2943 2.2815 -0.9463
H -2.8939 1.1102 -5.6217
H -0.1977 -1.2513 8.6841
H 0.8762 -2.0614 -1.5805
H -2.8418 -1.3640 -5.9974
H -0.9934 -2.3415 4.5811
H 4.4574 2.1555 1.0875
H -0.7535 -1.3838 -2.3996
H -1.1178 0.3876 -2.1262
H 1.0309 0.5067 -1.6407
H -1.5874 -2.6204 -5.8527
H -0.8515 2.0634 -2.9136
H -1.8429 -1.2690 7.0530
H 1.3275 -0.5359 8.2525
H -1.2251 1.3260 -6.2213
H 3.6194 3.6157 0.4244
H -2.4926 -1.7683 4.9811
*
```

=====

# 3
A single C19H25N5O2 molecule in a non-equilibrium geometry. Source: the Open Molecules 2025 dataset; level of theory: wB97M-V/def2-TZVPD.

The LUMO energy is 0.62 eV. The calculation puts the energy at -1163.35291 Ha. The calculation puts the frontier orbital gap at 8.347 eV. The HOMO energy comes out at -7.725 eV. The strongest force on any atom comes out at 1.388 eV Å⁻¹. Its energy above the lowest of the compared OMol25 structures with the same formula, charge and spin is 0.012 eV.

The geometry in ORCA input format:
```
! wB97M-V def2-TZVPD RIJCOSX def2/J DEFGRID3
* xyz 0 1
O 5.0720 1.1416 -0.0038
O 1.7361 0.0484 -2.8759
N 0.8142 0.1519 1.6669
N 3.3541 0.5681 -1.3619
N -1.4470 -0.4582 1.6613
N -0.0857 -0.2559 -0.3448
N 3.0608 0.6705 0.9494
C -2.0006 2.2431 0.7135
C -0.8709 -0.7848 -1.4345
C -3.7057 1.3286 -0.6951
C -2.9608 3.5819 -1.0320
C -1.2824 -5.4595 0.5136
C 3.9112 0.8165 -0.1241
C -1.3686 -0.4262 3.1081
C 2.0473 0.2028 -1.7093
C -1.1142 -3.1349 -0.4565
C -0.6277 -2.2856 -1.6273
C -2.7476 -0.1423 1.0985
C 3.5318 0.9123 2.2938
C -0.2896 -0.1873 0.9980
C -2.8113 1.1736 0.3574
C -2.0717 3.4377 0.0184
C 1.7663 0.3086 0.7286
C -3.7830 2.5253 -1.3839
C 1.2545 0.0681 -0.5354
C -0.7935 -4.6144 -0.6562
H 0.4420 -2.4447 -1.7769
H -0.8141 -5.1347 1.4403
H 0.2861 -4.7365 -0.7663
H -1.1372 -2.5942 -2.5419
H -0.5418 -0.2607 -2.3354
H -1.0405 -6.5077 0.3559
H 3.9932 0.6882 -2.1396
H -1.2611 -4.9642 -1.5792
H -0.3647 -0.7136 3.4066
H -3.0770 -0.9564 0.4416
H -2.3610 -5.3701 0.6258
H -1.5787 0.5689 3.5115
H -1.3022 2.1463 1.5315
H -2.0899 -1.1368 3.5126
H -1.9274 -0.5798 -1.2776
H -3.0134 4.5138 -1.5743
H 2.9101 1.6711 2.7683
H -1.4297 4.2586 0.3012
H 3.4747 -0.0065 2.8780
H 4.5637 1.2512 2.2270
H -2.1956 -3.0187 -0.3455
H -4.4817 2.6300 -2.2005
H -3.4539 -0.1069 1.9341
H -0.6454 -2.7910 0.4681
H -4.3481 0.5051 -0.9761
*
```

=====

# 4
5 unconnected molecules or ions with the total composition H10O5 in a non-equilibrium geometry. Source: the Open Molecules 2025 dataset; level of theory: wB97M-V/def2-TZVPD.

The LUMO energy is 0.17 eV. The calculation puts the energy at -382.18321 Ha. The calculation puts the frontier orbital gap at 11.056 eV. The HOMO energy comes out at -10.890 eV. The strongest force on any atom comes out at 2.843 eV Å⁻¹. Its energy above the lowest of the compared OMol25 structures with the same formula, charge and spin is 1.115 eV.

The geometry in ORCA input format:
```
! wB97M-V def2-TZVPD RIJCOSX def2/J DEFGRID3
* xyz 0 1
O -1.4351 -2.9887 -0.9423
O 1.1329 3.1523 0.1247
O -1.2551 1.8513 -0.3553
O -0.3281 -0.7847 0.9517
O 2.5089 -1.0257 0.7287
H -0.9741 -1.4207 0.6267
H -1.4651 -3.9177 -1.0723
H -2.1701 2.0553 -0.3003
H 0.2419 2.8163 0.1467
H -0.4891 -2.6817 -0.9613
H 1.7199 -1.0557 1.2567
H -0.6931 0.0553 0.6877
H 1.5539 2.4673 -0.4983
H 2.7639 -0.1267 0.8577
H -1.1111 1.6033 -1.2513
*
```

=====

# 5
A molecular structure, C12H18BrN2OsSTe. Source: the Open Molecules 2025 dataset; level of theory: wB97M-V/def2-TZVPD.

The LUMO energy (spin up / spin down) is -4.76 / -4.81 eV. The calculation puts the energy at -3908.21114 Ha. The calculation puts the frontier orbital gap (spin up / spin down) at 6.196 / 6.048 eV. The HOMO energy (spin up / spin down) comes out at -10.954 / -10.857 eV. The strongest force on any atom comes out at 0.243 eV Å⁻¹. Its energy above the lowest of the compared OMol25 structures with the same formula, charge and spin is 0.000 eV.

The geometry in ORCA input format:
```
! wB97M-V def2-TZVPD RIJCOSX def2/J DEFGRID3
* xyz 1 1
Os -1.0686 -0.5049 0.2401
Te -2.4599 -2.4125 0.7058
Br 1.9539 0.4990 6.2081
S -0.9930 1.8745 0.0027
N -1.5259 -0.2472 -1.9283
N 0.8924 -0.3677 -0.5809
C 0.9249 -0.9764 2.4887
C -0.6078 0.7899 2.9738
C 0.8600 -0.7961 -2.0033
C -0.2861 -0.1279 -2.7334
C 1.0956 0.2160 4.5537
C -1.9391 2.1683 -1.5337
C 1.5544 -0.7817 3.7066
C -2.4715 0.8730 -2.1294
C 1.5946 0.9276 -0.3162
C 0.0095 0.9981 4.1987
C 0.7314 2.1487 -0.5825
C -0.1700 -0.1991 2.0789
H 1.2748 -1.7996 1.8716
H -2.7665 2.8275 -1.2784
H 2.5113 0.9775 -0.9086
H -2.0122 -1.0925 -2.2046
H -0.4188 -0.5704 -3.7215
H 0.7002 2.4252 -1.6339
H 0.7144 -1.8763 -1.9993
H -1.4620 1.4058 2.7239
H 1.1293 2.9987 -0.0315
H -0.0766 0.9289 -2.8873
H 1.8131 -0.5766 -2.4900
H -3.3953 0.5870 -1.6309
H 2.3853 -1.4057 4.0069
H -0.3524 1.7611 4.8743
H 1.8672 0.9026 0.7364
H 1.4331 -1.0676 -0.0817
H -2.6829 1.0183 -3.1931
H -1.2941 2.7172 -2.2175
*
```

=====

# 6
A molecular structure, C11H28Cl2GaNO2P2 in a non-equilibrium geometry. Source: the Open Molecules 2025 dataset; level of theory: wB97M-V/def2-TZVPD.

The LUMO energy is -6.07 eV. The calculation puts the energy at -4168.59652 Ha. The calculation puts the frontier orbital gap at 10.422 eV. The HOMO energy comes out at -16.488 eV. The strongest force on any atom comes out at 4.518 eV Å⁻¹. Its energy above the lowest of the compared OMol25 structures with the same formula, charge and spin is 0.000 eV.

The geometry in ORCA input format:
```
! wB97M-V def2-TZVPD RIJCOSX def2/J DEFGRID3
* xyz 2 1
Ga 0.6409 -0.0180 1.3111
Cl 0.2671 0.0233 -2.8738
Cl 2.5412 0.1844 2.2999
P 0.1993 2.1874 0.2540
P 0.4780 -2.2713 0.4013
O -2.3805 -0.1883 -2.3533
O -0.4296 0.1915 2.9617
N -2.4677 -0.0502 3.9484
C -1.6658 -0.2158 2.9296
C -1.4932 -0.0876 -3.2145
C -0.9890 3.1633 1.2201
C -1.6627 -0.1244 -4.6772
C 1.7614 3.1635 0.3469
C -3.8737 -0.5044 3.7917
C 2.1190 -3.1141 0.6306
C 0.0286 -2.7698 -1.2949
C -0.6884 -3.3141 1.3084
C -0.4384 2.5682 -1.4131
C -2.0235 0.6640 5.1918
H -0.9559 0.6234 -5.0835
H -0.5028 -4.3657 1.0606
H -2.6602 0.1486 -5.0569
H -1.3699 -1.1076 -5.0815
H -3.9003 -1.5769 3.5229
H 0.2561 -3.8366 -1.4635
H 2.8323 -2.6668 -0.0729
H 2.4831 2.7297 -0.3559
H 0.3018 2.1609 -2.1258
H -1.9693 -0.6992 1.9681
H 2.1834 3.1208 1.3578
H -1.0020 4.1723 0.7895
H 1.5249 4.1973 0.0630
H 2.0080 -4.1946 0.4218
H -0.6352 -3.1729 2.3837
H -1.6972 -3.0566 0.9651
H -4.3757 0.0445 2.9782
H 0.5959 -2.1563 -1.9946
H -0.5269 3.6548 -1.5685
H 2.5009 -2.9394 1.6445
H -4.4208 -0.3675 4.7170
H -0.7396 3.1726 2.2807
H -2.8507 0.6294 5.9045
H -1.1030 0.1912 5.5956
H -1.0428 -2.5828 -1.4178
H -1.9804 2.7269 1.0478
H -1.7918 1.7217 4.9168
H -1.3860 2.0525 -1.5504
*
```